Molecular formula: C24H48O6
Method: DFT, ωB97M-V with the def2-TZVPD basis set

Positions of all 78 atoms, in Å:
C -52.7194 10.8853 -21.6959
C -53.5599 9.6119 -21.9428
C -54.3660 9.9313 -23.1490
O -54.7278 11.2238 -22.8892
C -53.4900 11.9783 -22.5520
H -51.7532 10.7726 -22.1105
H -52.4984 11.0809 -20.7026
H -54.0687 9.2347 -21.1809
H -52.8953 8.8743 -22.1459
H -55.2837 9.3361 -23.3031
H -53.9448 10.0719 -24.1372
H -53.8252 12.7671 -22.0479
H -52.7878 12.2400 -23.3788
C -46.3649 8.4523 -20.4433
C -45.5153 8.2471 -21.6625
C -45.6201 6.7734 -21.9204
O -45.7407 6.2230 -20.6108
C -46.7922 6.9902 -20.0527
H -47.3376 9.0242 -20.5919
H -45.9810 9.2086 -19.6032
H -44.5366 8.5537 -21.3845
H -45.9144 9.0105 -22.3610
H -44.6612 6.7022 -22.2873
H -46.2094 6.2175 -22.5789
H -46.7854 6.7731 -19.1239
H -47.8406 6.7596 -20.5004
C -51.6249 6.4073 -26.0592
C -52.4950 7.3660 -25.3421
C -53.9646 7.1094 -25.9293
O -53.8210 6.2917 -27.0422
C -52.4325 6.2425 -27.3634
H -51.6505 5.4925 -25.7501
H -50.6128 6.7512 -26.1496
H -52.4382 8.2359 -25.4774
H -52.3213 7.1737 -24.2453
H -54.3469 8.1529 -26.2171
H -54.7494 6.6508 -25.1776
H -52.2409 7.0914 -28.1108
H -52.1115 5.4785 -28.1959
C -49.1766 12.2331 -23.5401
C -48.2330 11.6731 -22.5414
C -47.1956 11.0101 -23.2811
O -47.8443 10.4901 -24.4425
C -49.0917 11.3347 -24.7174
H -49.0332 13.3471 -23.7743
H -50.1994 12.4099 -23.1822
H -48.7608 10.9623 -21.8549
H -47.7341 12.1593 -21.8435
H -46.7349 10.2593 -22.6895
H -46.5539 11.6762 -23.7948
H -49.9660 10.7141 -24.8274
H -49.1391 11.7986 -25.7849
C -47.3490 8.0558 -26.8217
C -46.3397 8.5502 -25.7493
C -45.3909 7.3766 -25.8471
O -46.1951 6.2441 -25.7950
C -47.2102 6.4602 -26.7439
H -47.1825 8.3507 -27.9352
H -48.3806 8.2190 -26.4467
H -46.7578 8.6571 -24.8294
H -45.7804 9.2739 -25.6594
H -44.7811 7.4537 -25.0257
H -44.9098 7.3164 -26.7636
H -48.1346 6.0698 -26.3208
H -47.0874 6.0915 -27.7996
C -49.4453 7.9502 -23.1254
C -50.2969 8.5128 -21.9795
C -51.1929 7.3028 -21.7218
O -51.0394 6.5009 -22.8240
C -49.7146 6.5020 -23.3344
H -48.3753 8.2674 -22.8227
H -49.6570 8.4481 -24.1185
H -50.8627 9.5982 -22.3078
H -49.6769 8.5775 -21.2432
H -52.1042 7.6636 -21.7294
H -50.8662 6.7916 -20.8301
H -49.8115 6.0455 -24.2846
H -49.1614 6.1042 -22.6031

Computed properties:
- orbital gap (Eh) = 0.3604
- HOMO (eV) = -9.24
- 2S+1 = 1
- E_LUMO (eV) = 0.6
- SMILES string = C1CCOC1.C1CCOC1.C1CCOC1.C1CCOC1.C1CCOC1.C1CCOC1

***

Molecular formula: C27H23NOS4SbSe4W
Method: DFT, ωB97M-V with the def2-TZVPD basis set

Positions of all 62 atoms, in Å:
W 0.4484 0.0987 0.6119
S 1.8447 -1.8083 1.0137
C 3.3418 -1.1886 1.7282
C 4.0920 -1.9680 2.5977
C 5.3098 -1.4838 3.0573
C 5.7880 -0.2477 2.6426
C 5.0468 0.5348 1.7661
C 3.8218 0.0542 1.3431
S 2.8136 0.8634 0.1399
C 2.7063 2.5683 0.7134
C 1.4838 3.1473 0.0795
C 1.4670 4.4809 -0.2874
C 0.3386 5.0099 -0.8816
C -0.7380 4.1773 -1.1101
C -0.6599 2.8504 -0.7432
C -1.7926 1.9267 -1.0248
S -1.9724 0.8791 0.4376
C -2.9369 -0.4671 -0.1701
C -4.2133 -0.2969 -0.6875
C -4.9163 -1.4246 -1.0878
C -4.3577 -2.6901 -0.9375
C -3.0920 -2.8492 -0.3894
C -2.3762 -1.7192 -0.0096
S -0.8079 -1.9141 0.7654
N 0.4334 2.3243 -0.1396
H 3.7346 -2.9425 2.9055
H 5.8992 -2.0873 3.7348
H 6.7510 0.1034 2.9878
H 5.4337 1.4841 1.4198
H 3.5966 3.1088 0.4005
H 2.6381 2.5693 1.8051
H 2.3421 5.0906 -0.1123
H 0.3033 6.0509 -1.1744
H -1.6373 4.5481 -1.5825
H -1.5869 1.2944 -1.8924
H -2.7203 2.4732 -1.1801
H -4.6608 0.6852 -0.7750
H -5.9090 -1.3162 -1.5028
H -4.9163 -3.5639 -1.2453
H -2.6659 -3.8361 -0.2641
C 2.2818 -0.9429 -2.6623
C 0.8390 -0.5990 -2.5516
O 0.3653 -0.1574 -1.4582
C -0.0470 -0.7739 -3.6761
C 0.4798 -0.8250 -4.9766
C -0.3660 -0.9890 -6.0561
C -1.7310 -1.1498 -5.8449
C -2.2600 -1.1407 -4.5545
C -1.4273 -0.9422 -3.4739
H 2.6999 -1.1635 -1.6860
H 2.8231 -0.0959 -3.0966
H 2.4208 -1.7963 -3.3210
H 1.5419 -0.7104 -5.1470
H 0.0349 -1.0081 -7.0598
H -2.3876 -1.3016 -6.6916
H -3.3179 -1.3059 -4.4033
H -1.8223 -0.9936 -2.4665
Se 2.2827 3.9235 4.9102
Sb 1.2330 1.7798 5.4890
Se -0.3574 0.9061 6.9099
Se 3.6741 1.8875 5.2150
Se 0.5491 0.8839 2.7870

Computed properties:
- orbital gap (Eh) = 0.2033
- HOMO (eV) = -16.00
- 2S+1 = 1
- net charge = +3
- E_LUMO (eV) = -10.5

***

Molecular formula: C27H44BrCoNOP2S
Method: DFT, ωB97M-V with the def2-TZVPD basis set

Positions of all 78 atoms, in Å:
C 6.9284 -3.7823 -0.6886
C 7.3293 -2.7649 -1.6003
C 8.5954 -2.8550 -2.2184
C 9.4108 -3.9439 -1.8662
N 9.0362 -4.8531 -0.9703
C 7.8214 -4.8214 -0.4338
C 6.4135 -1.6884 -1.8206
C 5.2968 -1.1883 -1.2107
C 4.4063 -1.0218 -0.1408
C 3.1083 -1.5874 -0.1470
C 2.0180 -0.7922 0.2046
C 2.2191 0.4213 0.8905
C 3.5392 0.6819 1.3449
C 4.6351 -0.0353 0.8632
Co 5.5096 -0.5685 -2.8850
P -0.2094 -0.9291 -2.5060
H 8.9856 -2.0879 -2.8859
H 5.9945 -3.7693 -0.1333
H 10.4122 -4.0463 -2.2982
H 7.5673 -5.6176 0.2642
H 5.6627 0.2383 1.1242
H 2.9386 -2.5677 -0.5749
H 3.7273 1.4834 2.0632
H 0.9914 -1.0667 -0.0673
C -1.5742 0.2843 -2.6158
C -2.0579 0.6881 -4.0128
H -1.2173 1.1607 -2.0448
H -2.4179 -0.1348 -2.0398
H -2.9853 1.2682 -3.9107
H -1.3307 1.3297 -4.5288
H -2.2873 -0.1834 -4.6429
C 0.9248 -0.7648 -3.9626
C 1.6266 -2.0350 -4.4459
H 1.7014 -0.0949 -3.5553
H 0.4160 -0.2328 -4.7855
H 2.3925 -1.7569 -5.1823
H 2.1276 -2.5719 -3.6243
H 0.9428 -2.7146 -4.9654
C -1.0833 -2.5338 -2.7467
C -2.0376 -2.7886 -3.9091
H -1.6417 -2.6511 -1.8053
H -0.2858 -3.2919 -2.7401
H -2.2961 -3.8514 -3.8948
H -2.9813 -2.2404 -3.8169
H -1.6012 -2.5936 -4.8920
Br 0.8207 1.6465 1.0255
P 3.5419 3.2185 -2.7995
C 2.2611 2.4245 -3.8283
C 1.5085 3.4173 -4.7204
H 1.5579 1.9103 -3.1545
H 2.7558 1.6651 -4.4403
H 0.9938 2.8575 -5.5114
H 0.7500 3.9984 -4.1730
H 2.1983 4.1206 -5.2055
C 2.3668 3.6027 -1.4022
C 2.6615 4.9803 -0.8350
H 2.4400 2.8410 -0.6148
H 1.3259 3.5431 -1.7603
H 1.9332 5.2254 -0.0544
H 3.6506 4.9911 -0.3741
H 2.6269 5.7500 -1.6148
C 4.6879 1.9165 -2.1787
C 6.0703 2.0729 -2.7945
H 4.1985 0.9518 -2.4684
H 4.7213 1.9893 -1.0822
H 6.8377 1.6262 -2.1550
H 6.1237 1.6014 -3.7895
H 6.3290 3.1304 -2.9203
C -1.6574 -0.6764 2.9539
S -2.1972 -1.8385 1.6924
C -3.9476 -1.4804 1.6647
O -1.6291 -1.4314 0.3630
H -2.4193 0.0994 3.0699
H -0.6979 -0.2341 2.6807
H -1.5785 -1.2371 3.8911
H -4.2028 -0.7721 2.4582
H -4.2148 -1.0758 0.6849
H -4.4830 -2.4190 1.8473

Computed properties:
- orbital gap (alpha / beta) (Eh) = 0.2358 / 0.1756
- HOMO (alpha / beta) (eV) = -13.41 / -13.41
- 2S+1 = 4
- net charge = +2
- E_LUMO (alpha / beta) (eV) = -7.0 / -8.6
- ⟨S²⟩ = 3.80

***

Molecular formula: C2H7N4O
Method: DFT, ωB97M-V with the def2-TZVPD basis set

Positions of all 14 atoms, in Å:
C -0.3339 -0.8009 0.0394
C -0.3103 0.3237 0.9104
N 0.9971 0.7319 -0.9436
N 0.3408 -0.5180 -1.0583
N 0.7075 -1.4402 -1.9970
N -1.1588 0.9307 1.8756
O 0.3180 1.3339 0.1406
H -0.5064 -1.8024 0.1502
H 2.0885 0.5233 -0.6989
H 0.2732 -1.3451 -2.8946
H 1.7162 -1.2736 -2.1239
H -1.6971 0.3739 2.5076
H -1.7366 1.6796 1.4023
H -0.6983 1.2830 2.6903

Computed properties:
- orbital gap (Eh) = 0.2899
- HOMO (eV) = -11.78
- 2S+1 = 1
- net charge = +1
- E_LUMO (eV) = -3.9
- SMILES string = NN1C=C([NH3+])ON1

***

Molecular formula: C15H30N4O2PRhSbSe4
Method: DFT, ωB97M-V with the def2-TZVPD basis set

Positions of all 58 atoms, in Å:
Rh 1.4119 1.8166 -2.0625
Se -0.4150 5.8587 -3.5577
Sb -0.6469 3.4677 -3.3490
Se -0.0706 3.1154 -0.7489
Se 2.1224 1.3359 -4.2149
Se -2.8994 2.5413 -3.5196
N 4.2680 0.8913 1.2242
C 4.0153 1.2565 -0.0851
O 4.3012 0.5322 -1.0098
C 3.4814 2.6643 -0.2298
C 2.9801 3.0474 -1.6002
H 4.4247 -0.0932 1.3637
H 3.7727 1.3735 1.9535
H 4.3124 3.3225 0.0675
H 2.6843 2.8159 0.5028
H 3.7505 2.9466 -2.3578
H 2.5996 4.0659 -1.5853
O 1.2102 0.0845 -0.0809
P -0.1088 -0.4876 0.3060
N -0.9673 0.5109 1.2923
C -0.2000 1.2196 2.3354
C -1.2554 2.0950 2.9941
C -2.4823 1.1906 2.9720
C -2.4124 0.5568 1.5827
N 0.1686 -1.8689 1.1955
C 1.2480 -2.7710 0.7287
C 0.7016 -4.1806 0.9778
C -0.3370 -3.9788 2.0802
C -0.9691 -2.6505 1.6842
N -1.0199 -0.8850 -1.0210
C -2.4821 -0.8687 -1.1962
C -2.6560 -1.5955 -2.5215
C -1.4933 -1.0674 -3.3689
C -0.4291 -0.6234 -2.3516
H 0.6105 1.7881 1.8823
H 0.2299 0.5116 3.0558
H -1.4296 2.9758 2.3719
H -0.9674 2.4224 3.9929
H -3.4226 1.7168 3.1342
H -2.3842 0.4178 3.7407
H -2.9255 1.1804 0.8480
H -2.8723 -0.4298 1.5697
H 2.1577 -2.5822 1.2995
H 1.4917 -2.6008 -0.3207
H 1.4874 -4.8847 1.2512
H 0.2111 -4.5575 0.0776
H 0.1517 -3.8814 3.0525
H -1.0671 -4.7858 2.1417
H -1.4600 -2.1491 2.5207
H -1.7178 -2.8170 0.8962
H -2.8481 0.1590 -1.2852
H -2.9925 -1.3704 -0.3778
H -3.6264 -1.3933 -2.9753
H -2.5617 -2.6719 -2.3551
H -1.8185 -0.1984 -3.9403
H -1.1056 -1.8153 -4.0593
H -0.2748 0.4569 -2.4644
H 0.5261 -1.1296 -2.4568

Computed properties:
- orbital gap (alpha / beta) (Eh) = 0.2196 / 0.1863
- HOMO (alpha / beta) (eV) = -3.71 / -4.13
- 2S+1 = 5
- net charge = -1
- E_LUMO (alpha / beta) (eV) = 2.3 / 0.9
- ⟨S²⟩ = 6.05

***

Molecular formula: CH3BrClN
Method: DFT, ωB97M-V with the def2-TZVPD basis set

Positions of all 7 atoms, in Å:
C 1.8636 0.1466 0.2108
N 0.8185 -0.0756 -0.4401
Cl -3.9979 0.8036 0.0362
Br -0.2002 -1.5871 -0.0968
H 2.2861 -0.4739 0.9999
H -3.1684 0.1323 -0.6641
H 2.3983 1.0540 -0.0458

Computed properties:
- orbital gap (alpha / beta) (Eh) = 0.2140 / 0.2651
- HOMO (alpha / beta) (eV) = -5.91 / -10.55
- 2S+1 = 3
- E_LUMO (alpha / beta) (eV) = -0.1 / -3.3
- ⟨S²⟩ = 2.01

***

Energy readings, ordered: -1394.1534; -12677.6311; -6222.0614; -374.2000; -11257.0922; -3128.6493 Ha
Max |F| readings, ordered: 13.5; 0.7; 5.9; 4.5; 0.6; 6.2 eV Å⁻¹